Computed, not measured: a cluster of 3 separate species, C26H49F8N6O3P2 in total in a non-equilibrium geometry, with the ωB97M-V functional and the def2-TZVPD basis.

The geometry in XYZ format:
```
94
Properties=species:S:1:pos:R:3:forces:R:3:mulliken_charge:R:1
F -3.14764 6.86334 -1.24300 3.020 -1.042 2.838 -0.277
C -2.06768 6.49003 -0.25492 -2.479 0.112 -0.802 0.079
F -2.73894 6.45561 1.07183 2.340 -0.002 -4.088 -0.249
C -1.55407 4.97984 -0.75809 -1.930 1.078 -0.844 0.632
F -2.80794 4.18785 -0.94394 4.471 2.153 0.528 -0.270
F -0.90112 5.23244 -2.09622 -1.773 -0.757 4.557 -0.271
C -0.47232 4.30413 0.27156 1.245 -0.363 1.852 0.602
F -0.93454 4.21745 1.68727 0.962 0.750 -4.723 -0.295
F 0.73237 5.21497 0.29972 -3.715 -2.445 -0.191 -0.312
C 0.06591 2.81694 -0.16029 1.230 -2.920 0.592 0.658
F -0.97026 1.90602 -0.70186 2.490 3.160 1.902 -0.261
F 0.55701 2.16629 1.11174 -1.646 1.954 -3.435 -0.336
C 1.31263 2.81742 -1.23273 -0.389 0.104 -1.701 -0.564
O 1.63287 1.47125 -1.78110 0.180 2.287 2.038 -0.185
C 2.56745 0.74393 -0.90606 1.675 -0.342 1.386 -0.393
C 3.53065 -0.34017 -1.68936 -0.516 0.080 -1.127 -0.103
C 2.78711 -1.75703 -2.07045 0.064 -0.820 4.596 -0.856
C 3.16604 -2.96449 -1.01712 -0.775 -0.286 0.415 0.699
C 1.99618 -4.13726 -0.81553 3.445 -1.440 2.839 -0.521
C 2.28887 -5.35862 0.23972 2.025 2.636 -0.889 -0.329
C 3.66957 -5.48446 1.12414 0.192 3.018 -2.535 -0.394
C 4.82902 -4.33888 0.89801 -3.974 0.148 -2.401 -0.342
C 4.56691 -3.10238 -0.16974 -1.695 -2.783 1.114 -0.443
H -1.24325 7.31310 -0.36491 -1.688 -1.688 0.686 0.281
H 2.24830 3.39283 -0.81943 -1.857 -1.372 -0.381 0.341
H 0.93596 3.45080 -2.17193 0.613 -1.413 2.034 0.271
H 1.97123 0.25228 -0.02237 1.103 0.687 -1.810 0.199
H 3.30761 1.52997 -0.40396 -1.508 -1.303 -0.991 0.264
H 3.86353 0.14163 -2.72843 -0.652 -0.591 2.259 0.222
H 4.50897 -0.45316 -1.05720 -1.891 0.137 -1.011 0.161
H 1.63270 -1.54301 -1.85682 2.169 -0.705 -0.704 -0.021
H 0.97409 -4.10701 -1.42999 2.602 -0.011 1.529 0.228
H 1.46449 -6.19255 0.36865 1.826 1.856 -0.230 0.240
H 3.87834 -6.37573 1.88945 -0.718 2.233 -1.919 0.241
H 5.83012 -4.40842 1.50160 -2.103 0.213 -1.306 0.281
H 5.43327 -2.30107 -0.31703 -2.139 -1.956 0.335 0.061
O 2.67165 -5.59720 4.80077 4.635 -0.444 1.532 -0.763
P 2.66052 -4.60447 5.98888 -8.117 1.937 -2.700 0.779
N 1.45503 -5.52251 6.77971 -0.699 -2.399 1.284 0.160
C 0.21382 -5.11385 7.39826 0.042 0.492 0.416 -0.847
C 1.93569 -6.77770 7.37167 0.158 -0.205 -0.549 -0.995
N 1.93450 -3.37541 4.97833 0.068 1.351 -0.643 0.173
C 0.49480 -3.12752 4.91476 0.112 0.358 0.680 -1.168
C 2.37770 -3.40647 3.56428 0.575 -0.127 0.120 -1.083
N 2.64772 -3.46319 7.35479 2.209 -0.694 0.323 0.025
C 3.21030 -3.93741 8.61456 0.167 -0.402 -0.111 -1.058
C 1.95546 -2.20035 7.51694 0.615 1.003 -0.610 -0.884
H 0.36587 -4.57433 8.33598 -0.148 0.226 0.291 0.227
H -0.42313 -5.97525 7.64134 0.510 -0.118 -0.092 0.401
H -0.42049 -4.51884 6.75051 0.252 0.232 -0.097 0.185
H 2.54617 -6.58697 8.25730 0.027 -0.188 0.289 0.282
H 2.54568 -7.34082 6.65902 0.016 0.200 -0.039 0.245
H 1.11942 -7.44802 7.66738 -0.025 0.313 -0.111 0.384
H -0.06199 -3.99982 4.56458 -0.121 -0.154 -0.068 0.330
H 0.27223 -2.29059 4.23852 0.348 -0.260 -0.094 0.380
H 0.08584 -2.79253 5.86681 -0.026 -0.213 0.103 0.330
H 1.87212 -4.19412 2.99986 0.174 -0.013 -0.035 0.342
H 3.45927 -3.56703 3.49250 -0.346 -0.084 -0.060 0.297
H 2.16755 -2.45653 3.05971 -0.086 0.023 0.349 0.328
H 2.45447 -4.43724 9.22788 -0.062 -0.040 0.109 0.298
H 3.63482 -3.12572 9.21508 -0.037 0.021 -0.214 0.375
H 4.02776 -4.64379 8.42806 -0.196 0.026 0.105 0.304
H 0.90503 -2.34317 7.78229 -0.058 -0.156 -0.117 0.276
H 2.02976 -1.56291 6.63330 -0.203 -0.357 -0.081 0.293
H 2.39423 -1.59571 8.32044 0.200 -0.320 0.063 0.350
O -2.28982 1.42734 -6.58956 -3.512 -3.246 -0.897 -0.743
P -3.52544 2.24098 -6.13296 5.710 5.951 2.594 0.755
N -3.19472 3.44779 -7.29728 0.148 0.658 -2.662 0.114
C -3.13501 4.88685 -7.17175 -0.521 0.303 0.300 -0.793
C -3.51374 3.06496 -8.67880 0.399 -0.461 -0.007 -0.998
N -2.73973 2.61695 -4.61631 0.115 -0.234 1.477 0.180
C -1.99064 3.84987 -4.37759 -0.668 0.181 0.194 -0.382
C -1.86971 1.53642 -4.09432 -0.388 -0.388 -0.099 -0.943
N -4.94596 3.17638 -5.60804 -1.121 -1.854 -0.763 0.044
C -6.07852 3.22507 -6.52638 0.103 -0.300 -0.350 -1.063
C -5.10146 4.11270 -4.51287 -0.202 -0.591 1.216 -0.862
H -4.11920 5.34087 -7.03480 -0.207 0.313 0.093 0.220
H -2.70396 5.35626 -8.06654 -0.169 -0.507 -0.065 0.425
H -2.47831 5.22811 -6.37913 -0.136 -0.207 0.252 0.172
H -4.59389 3.03202 -8.83884 -0.166 0.083 -0.278 0.301
H -3.10936 2.07658 -8.91679 -0.044 0.012 0.197 0.273
H -3.08773 3.75269 -9.41949 -0.001 0.030 0.338 0.360
H -1.13803 3.95538 -5.05248 0.181 0.042 -0.170 0.378
H -1.61192 3.88321 -3.34669 -0.248 -0.616 -0.663 -0.426
H -2.61704 4.73843 -4.44046 0.009 0.017 -0.198 0.213
H -0.90524 1.51099 -4.60787 0.004 -0.111 -0.051 0.365
H -2.34769 0.55648 -4.20382 0.180 0.227 -0.066 0.375
H -1.66739 1.66892 -3.02538 -0.245 0.261 -0.166 0.157
H -5.98677 4.05640 -7.23188 -0.034 0.096 -0.069 0.307
H -7.03490 3.34178 -6.00541 0.191 -0.072 0.101 0.366
H -6.14980 2.29203 -7.09764 0.014 0.227 -0.016 0.312
H -4.69385 5.09665 -4.75764 0.178 -0.051 -0.103 0.289
H -4.65823 3.75030 -3.58287 0.284 0.068 -0.285 0.250
H -6.15720 4.27318 -4.26113 -0.039 -0.208 -0.313 0.348
```
Positions in Å, forces in eV/Å.

Energy relative to the best compared isomer or geometry (same formula, charge and spin), kcal/mol: 389.14
F_max, Eh/bohr: 0.171
HOMO level, eV: -2.22
E_tot, Ha: -3055.180799
Charge: -1
Kohn-Sham gap, eV: 2.6

---

Computed, not measured: a structure of composition C32H30IrN3O5PS in a non-equilibrium geometry, with the ωB97M-V functional and the def2-TZVPD basis.

The geometry in XYZ format:
```
73
Properties=species:S:1:pos:R:3:forces:R:3:mulliken_charge:R:1
Ir -0.54600 -0.31785 -0.17795 1.490 -1.966 0.653 2.967
O -4.44223 1.92589 0.70506 -0.095 0.080 -0.144 -0.429
C -3.45110 1.20199 0.24678 -0.097 -0.025 0.099 -0.042
O -2.75954 0.44706 0.89392 -0.323 0.322 -0.054 -0.231
C -3.22459 1.37023 -1.21871 0.067 0.061 -0.205 0.517
C -4.07554 2.10560 -2.03019 -0.086 -0.007 0.014 -0.873
C -3.78437 2.18988 -3.38049 -0.034 0.060 -0.036 -0.887
C -2.65531 1.54377 -3.86068 -0.008 -0.034 -0.119 -1.052
C -1.85986 0.83951 -2.97335 -0.023 -0.036 0.080 1.247
N -2.13833 0.74999 -1.67179 -0.294 0.469 0.263 -0.097
C -0.58748 0.14548 -3.33328 -0.023 -0.013 -0.094 0.327
O -0.21599 0.01058 -4.57792 0.120 -0.058 -0.007 -0.440
O 0.13320 -0.28329 -2.44623 -0.706 0.284 -0.088 -0.559
H -4.59881 1.79818 1.65392 0.052 -0.081 0.031 0.396
H -4.94397 2.59062 -1.60682 0.011 0.003 -0.013 0.573
H -4.41878 2.75689 -4.04880 -0.007 -0.019 0.004 0.503
H -2.41478 1.61064 -4.91441 0.008 0.020 0.019 0.334
H -0.86225 0.29886 -5.23781 -0.052 0.023 0.023 0.297
N 0.96123 -1.48981 2.24351 0.501 0.371 0.301 0.427
P -0.54044 -0.79946 2.04446 -0.662 -0.369 -0.145 0.664
C -0.80030 0.10234 3.54765 -0.121 0.570 -0.256 0.488
C 0.24331 0.35590 4.44343 -0.019 0.030 -0.075 -0.755
C -0.01228 1.06609 5.60497 0.067 -0.030 0.052 -0.875
C -1.28446 1.55752 5.85758 -0.048 0.069 -0.027 -0.563
C -2.32028 1.32659 4.95849 0.009 -0.046 0.004 -0.850
C -2.08572 0.59782 3.80693 0.052 -0.091 0.208 -0.315
C -1.67779 -2.15233 1.93926 -0.311 -0.040 -0.019 0.577
C -1.95567 -2.56590 0.63367 0.069 0.295 0.519 -0.950
C -2.80100 -3.62578 0.38652 0.027 -0.004 -0.394 -1.560
C -3.37247 -4.28397 1.47394 0.069 0.087 0.164 -0.646
C -3.09549 -3.88492 2.77709 0.034 -0.037 -0.027 -0.791
C -2.24184 -2.81448 3.02112 -0.138 -0.144 -0.197 -0.612
C 1.68822 -1.85345 1.15275 0.028 -0.059 -0.197 0.588
C 2.93090 -2.46473 1.27289 0.124 -0.141 0.017 -1.140
C 3.60482 -2.83529 0.13507 0.046 -0.049 -0.014 -0.417
C 3.01663 -2.60954 -1.10953 0.013 -0.147 0.075 -1.000
C 1.80290 -1.98665 -1.16449 -0.052 -0.087 0.214 -0.376
N 1.13368 -1.58405 -0.04582 0.081 0.985 -0.412 0.080
H 1.28858 -1.78627 3.15117 0.008 -0.027 0.011 0.422
H 1.25059 0.01244 4.24933 0.000 0.053 0.006 0.385
H 0.78533 1.23787 6.31524 0.002 0.016 -0.026 0.462
H -1.47075 2.13293 6.75482 0.002 -0.043 0.018 0.457
H -3.31081 1.70892 5.16682 0.010 -0.019 0.012 0.440
H -2.88549 0.38958 3.11340 -0.012 -0.017 0.101 0.514
H -1.48642 -2.03246 -0.24649 -0.142 -0.345 -0.313 1.520
H -3.01680 -3.94634 -0.62406 -0.015 -0.012 0.026 0.520
H -4.04051 -5.11648 1.29850 0.013 0.001 -0.021 0.449
H -3.54154 -4.40998 3.61124 -0.024 -0.019 -0.040 0.473
H -2.02679 -2.50603 4.03699 -0.019 0.040 -0.020 0.547
H 3.34960 -2.64069 2.25496 -0.052 -0.005 -0.002 0.527
H 4.57745 -3.30469 0.21153 -0.021 -0.001 -0.008 0.492
H 3.50222 -2.91055 -2.02643 -0.030 -0.003 -0.001 0.550
H 1.33621 -1.78160 -2.10567 -0.011 0.006 -0.045 0.608
C 5.09935 0.25651 -4.13521 -0.090 0.125 -0.026 -1.603
C 4.02427 0.85856 -3.27386 0.146 -0.112 -0.050 0.688
C 3.99887 0.63684 -1.89440 -0.043 0.014 0.093 -0.867
C 2.99589 1.16369 -1.10058 0.165 0.128 -0.018 -0.437
C 2.02502 1.96412 -1.69250 -0.039 -0.236 0.014 0.827
C 2.02569 2.20174 -3.06133 -0.045 0.119 -0.083 -0.681
C 3.02521 1.64775 -3.84193 -0.067 0.059 -0.038 -0.661
S 0.71727 2.63230 -0.73236 0.084 -0.338 -0.401 0.337
C 1.63228 3.61480 0.42728 -0.187 0.094 0.334 -1.161
O 0.21821 1.47165 0.22473 0.545 0.342 0.268 -0.594
H 5.84986 -0.26436 -3.54513 -0.006 0.002 -0.005 0.370
H 5.59491 1.02899 -4.72426 0.036 0.019 0.052 0.431
H 4.66804 -0.44227 -4.85460 -0.015 -0.039 0.053 0.357
H 4.78978 0.05641 -1.43529 -0.036 -0.043 -0.026 0.460
H 2.97848 0.97007 -0.03332 0.036 -0.006 -0.024 0.309
H 1.26324 2.83172 -3.50921 0.034 -0.019 0.002 0.532
H 3.03783 1.83421 -4.90899 -0.002 0.018 0.021 0.508
H 2.47465 3.04749 0.81536 -0.008 -0.012 -0.034 0.361
H 0.95238 3.90334 1.22813 0.008 0.054 -0.034 0.474
H 1.96964 4.49986 -0.11463 0.009 -0.042 -0.013 0.455
```
Positions in Å, forces in eV/Å.

Energy relative to the best compared isomer or geometry (same formula, charge and spin), kcal/mol: 53.92
F_max, Eh/bohr: 0.050
HOMO level, eV: -16.78
E_tot, Ha: -2620.888687
Charge: +3
Kohn-Sham gap, eV: 7.3